Formula: C3H8FN3
Source: OMol25
Level of theory: the ωB97M-V functional and the def2-TZVPD basis

The geometry in XYZ format:
```
15
Properties=species:S:1:pos:R:3
F -0.425 1.997 -1.404
N -1.320 -1.658 -0.949
N -0.315 -0.250 0.705
N 1.594 1.636 -2.017
C -0.899 -1.248 0.234
C -0.218 0.576 1.840
C 0.558 1.145 -1.461
H 1.545 2.536 -2.397
H -0.939 -1.281 -1.797
H -2.082 -2.322 -0.977
H 0.871 1.039 2.004
H -0.383 -0.039 2.726
H -1.135 -1.862 1.134
H 2.443 1.103 -2.099
H -0.801 1.468 1.782
```

Properties
expectation value of S² = 2.014
HOMO (alpha / beta) = -19.7 / -19.2 eV
HOMO-LUMO gap (alpha / beta) = 0.37496 / 0.21201 Ha
2S+1 = 3
DFT total energy = -10404.64128 eV
charge = +2
LUMO energy (alpha / beta) = -9.5 / -13.4 eV